[1]
The following is a DFT calculation (ωB97M-V with the def2-TZVPD basis set) of a cluster of 5 separate species, C44H68BrFN7O4 in total in a non-equilibrium geometry.

Computed properties:
Largest force on an atom = 1.2 eV/Å
Net charge = +1
2S+1 = 1
LUMO = -3.394 eV

Each line ends with the Löwdin charge.
Positions of all 125 atoms, in Å:
1 C -2.37 1.46 2.12  0.176
2 C -1.88 0.38 2.31  -0.103
3 C -1.11 -0.85 2.51  -0.230
4 C -1.45 -1.30 3.95  -0.088
5 N -0.83 -2.59 4.32  -0.061
6 C -0.18 -2.58 5.66  0.004
7 C 0.14 -2.89 3.35  -0.263
8 N 0.18 -4.12 2.92  0.056
9 C 1.11 -4.57 1.87  -0.167
10 C 0.42 -5.24 0.67  -0.232
11 C 1.32 -5.24 -0.58  -0.567
12 Br 3.19 -5.57 -0.18  0.713
13 C -0.72 -5.13 3.51  0.005
14 C -2.17 -4.99 3.09  -0.441
15 O -3.06 -4.94 3.87  0.201
16 F -2.40 -4.94 1.78  0.131
17 N 1.02 -1.96 2.83  0.032
18 C 2.35 -2.06 3.44  -0.109
19 C 3.54 -2.03 2.46  -0.057
20 C 4.80 -1.72 3.23  -0.514
21 O 4.89 -0.88 4.08  0.120
22 O 5.83 -2.51 2.88  0.127
23 C 0.44 -0.68 2.33  -0.288
24 C 0.84 0.64 3.00  -0.116
25 C 2.33 1.01 3.09  -0.176
26 C 2.60 2.54 3.03  -0.179
27 C 1.54 3.43 3.68  -0.213
28 C 1.37 3.23 5.19  -0.202
29 C 0.59 4.41 5.80  -0.214
30 C 1.48 5.66 5.98  -0.222
31 C 0.85 6.66 6.96  -0.257
32 C -0.37 7.38 6.35  -0.104
33 C 0.84 -0.59 0.81  -0.064
34 C -0.30 -0.60 -0.22  -0.208
35 O 0.17 -0.62 -1.55  -0.134
36 C 0.89 0.54 -1.95  -0.252
37 C 0.06 1.84 -1.96  -0.050
38 H -2.78 2.41 1.89  0.052
39 H -1.52 -1.59 1.82  0.146
40 H -1.25 -0.51 4.67  0.123
41 H -2.53 -1.45 3.96  0.139
42 H 0.81 -3.04 5.61  0.090
43 H -0.75 -3.18 6.37  0.098
44 H -0.06 -1.58 6.06  0.098
45 H 1.77 -5.31 2.33  0.122
46 H 1.74 -3.76 1.53  0.081
47 H -0.47 -4.66 0.40  0.112
48 H 0.17 -6.27 0.91  0.099
49 H 1.21 -4.28 -1.08  0.067
50 H 0.95 -6.02 -1.25  0.062
51 H -0.35 -6.11 3.20  0.145
52 H -0.71 -5.11 4.59  0.138
53 H 2.42 -3.03 3.95  0.135
54 H 2.49 -1.32 4.24  0.118
55 H 3.66 -3.04 2.06  0.100
56 H 3.38 -1.36 1.62  0.117
57 H 6.59 -2.20 3.40  0.140
58 H 0.38 0.78 3.97  0.109
59 H 0.42 1.41 2.36  0.110
60 H 2.81 0.62 3.98  0.093
61 H 2.86 0.57 2.24  0.094
62 H 2.75 2.83 1.99  0.111
63 H 3.55 2.73 3.53  0.116
64 H 1.83 4.47 3.50  0.110
65 H 0.56 3.33 3.20  0.105
66 H 0.80 2.31 5.38  0.094
67 H 2.36 3.15 5.64  0.114
68 H 0.18 4.14 6.78  0.110
69 H -0.24 4.66 5.14  0.104
70 H 1.58 6.17 5.02  0.106
71 H 2.47 5.34 6.31  0.109
72 H 1.59 7.39 7.29  0.102
73 H 0.50 6.09 7.82  0.097
74 H -1.10 7.61 7.12  0.069
75 H -0.87 6.76 5.60  0.059
76 H -0.07 8.29 5.83  0.071
77 H 1.47 -1.45 0.57  0.116
78 H 1.45 0.29 0.65  0.108
79 H -0.85 -1.54 -0.12  0.123
80 H -1.02 0.21 -0.09  0.104
81 H 1.81 0.69 -1.39  0.103
82 H 1.21 0.33 -2.97  0.119
83 H -0.02 2.28 -2.95  0.060
84 H -0.95 1.72 -1.58  0.072
85 H 0.57 2.58 -1.33  0.073
86 N -1.14 4.56 -6.62  -0.001
87 C -2.33 5.13 -6.26  -0.129
88 C -3.00 4.24 -5.46  -0.126
89 C -2.18 3.09 -5.33  -0.116
90 C -1.04 3.31 -6.05  -0.144
91 H -0.45 5.00 -7.20  0.122
92 H -2.60 6.12 -6.60  0.110
93 H -3.97 4.40 -5.02  0.095
94 H -2.41 2.19 -4.77  0.093
95 H -0.17 2.70 -6.22  0.106
96 N -6.48 3.82 -7.20  0.006
97 C -7.77 3.47 -6.89  -0.143
98 C -7.76 2.18 -6.46  -0.114
99 C -6.42 1.72 -6.51  -0.110
100 C -5.65 2.76 -6.97  -0.154
101 H -6.19 4.72 -7.55  0.142
102 H -8.58 4.18 -7.00  0.105
103 H -8.63 1.61 -6.14  0.088
104 H -6.05 0.74 -6.24  0.087
105 H -4.60 2.83 -7.15  0.093
106 N -0.02 -9.37 -0.03  -0.007
107 C -0.74 -10.34 -0.68  -0.136
108 C -0.04 -10.70 -1.80  -0.100
109 C 1.15 -9.92 -1.82  -0.100
110 C 1.13 -9.11 -0.72  -0.155
111 H -0.30 -8.93 0.83  0.128
112 H -1.68 -10.69 -0.29  0.108
113 H -0.34 -11.44 -2.52  0.095
114 H 1.93 -9.95 -2.57  0.095
115 H 1.84 -8.38 -0.37  0.071
116 N 1.12 3.88 -9.36  -0.001
117 C 0.71 3.35 -10.55  -0.136
118 C 1.78 3.36 -11.40  -0.107
119 C 2.89 3.91 -10.69  -0.109
120 C 2.45 4.22 -9.43  -0.143
121 H 0.54 4.00 -8.55  0.097
122 H -0.30 3.02 -10.70  0.107
123 H 1.78 3.01 -12.42  0.092
124 H 3.88 4.06 -11.06  0.092
125 H 2.96 4.65 -8.59  0.103



[2]
The following is a DFT calculation (ωB97M-V with the def2-TZVPD basis set) of a cluster of 15 separate species, C44H72Cl2N18O4PS in total in a non-equilibrium geometry.

Computed properties:
Largest force on an atom = 3.2 eV/Å
Net charge = +1
2S+1 = 1
LUMO = -2.483 eV

Each line ends with the Löwdin charge.
Positions of all 142 atoms, in Å:
1 C -5.79 -0.67 1.61  -0.111
2 C -4.96 -1.52 0.62  -0.249
3 C -3.97 -0.68 -0.26  -0.176
4 C -3.07 -1.68 -1.04  -0.092
5 N -1.66 -1.31 -1.08  0.079
6 C -0.63 -1.77 -0.28  -0.121
7 C -0.85 -2.77 0.85  -0.057
8 C -0.18 -2.30 2.17  -0.364
9 O 0.08 -3.48 2.96  -0.078
10 C -1.09 -1.33 2.99  -0.177
11 N -0.42 0.00 2.96  0.018
12 C 0.54 -1.19 -0.69  -0.194
13 P 2.26 -1.43 -0.09  0.787
14 N 3.19 -1.87 -1.30  -0.275
15 N 0.21 -0.35 -1.76  0.056
16 C 1.04 0.51 -2.61  -0.087
17 C 2.13 1.31 -1.85  -0.192
18 C 2.06 2.84 -2.10  -0.185
19 S 0.91 3.62 -0.94  0.623
20 O -0.08 4.36 -1.68  -0.296
21 O 0.38 2.67 -0.01  -0.292
22 O 1.72 4.72 -0.07  -0.157
23 C -1.08 -0.46 -1.94  -0.251
24 C -1.95 0.21 -2.94  -0.624
25 Cl -2.12 -0.59 -4.51  0.701
26 C -2.59 1.36 -2.69  -0.674
27 C -2.52 2.10 -1.37  -0.081
28 Cl -3.57 2.09 -3.95  0.725
29 H -5.99 -1.30 2.48  0.063
30 H -5.29 0.24 1.95  0.060
31 H -6.76 -0.45 1.13  0.078
32 H -5.57 -2.13 -0.06  0.120
33 H -4.32 -2.20 1.21  0.092
34 H -3.41 0.06 0.32  0.103
35 H -4.61 -0.11 -0.95  0.116
36 H -3.46 -1.77 -2.06  0.132
37 H -3.21 -2.67 -0.59  0.126
38 H -1.92 -2.91 1.06  0.093
39 H -0.38 -3.71 0.55  0.138
40 H 0.79 -1.81 2.04  0.082
41 H -0.76 -3.96 3.00  0.037
42 H -1.08 -1.67 4.03  0.120
43 H -2.11 -1.28 2.58  0.112
44 H 0.34 -0.02 3.63  0.015
45 H -1.05 0.73 3.28  0.059
46 H 2.30 -2.47 0.87  0.016
47 H 2.69 -0.22 0.53  0.009
48 H 2.63 -1.93 -2.16  -0.097
49 H 0.39 1.21 -3.15  0.134
50 H 1.52 -0.13 -3.37  0.084
51 H 2.16 1.14 -0.78  0.058
52 H 3.10 1.01 -2.28  0.124
53 H 3.06 3.26 -1.91  0.103
54 H 1.82 3.10 -3.14  0.122
55 H 1.09 5.45 0.04  0.098
56 H -2.18 3.13 -1.53  0.071
57 H -3.53 2.12 -0.95  0.084
58 H -1.83 1.61 -0.67  0.072
59 C 4.74 -2.55 -4.78  -0.036
60 C 3.36 -2.27 -4.36  -0.226
61 N 2.28 -2.05 -4.03  0.133
62 H 5.38 -2.60 -3.91  0.087
63 H 4.77 -3.49 -5.32  0.091
64 H 5.09 -1.75 -5.44  0.089
65 C 1.95 -1.92 5.68  -0.063
66 C 1.71 -0.47 5.60  -0.272
67 N 1.52 0.66 5.54  0.132
68 H 1.50 -2.41 4.81  0.050
69 H 3.02 -2.12 5.68  0.085
70 H 1.51 -2.32 6.58  0.089
71 C -7.48 2.88 3.92  -0.099
72 C -6.94 1.56 4.25  -0.265
73 N -6.51 0.52 4.53  0.124
74 H -6.91 3.65 4.42  0.067
75 H -7.43 3.04 2.84  0.046
76 H -8.52 2.95 4.23  0.087
77 C -4.90 1.01 -7.11  -0.072
78 C -4.89 1.66 -8.43  -0.285
79 N -4.88 2.17 -9.46  0.139
80 H -5.93 0.93 -6.74  0.063
81 H -4.48 0.01 -7.19  0.082
82 H -4.32 1.60 -6.41  0.012
83 C 6.24 -3.65 0.96  -0.049
84 C 5.73 -2.31 1.23  -0.277
85 N 5.34 -1.25 1.44  0.123
86 H 7.19 -3.80 1.47  0.052
87 H 5.53 -4.40 1.30  0.062
88 H 6.39 -3.78 -0.11  0.088
89 C -1.61 0.52 -8.69  -0.067
90 C -1.48 -0.94 -8.86  -0.279
91 N -1.39 -2.07 -8.98  0.127
92 H -2.61 0.84 -9.01  0.042
93 H -1.46 0.79 -7.65  0.067
94 H -0.87 1.03 -9.30  0.086
95 C -5.25 5.60 1.10  -0.063
96 C -6.41 5.47 1.99  -0.244
97 N -7.32 5.36 2.69  0.143
98 H -4.34 5.65 1.69  0.050
99 H -5.20 4.75 0.43  0.073
100 H -5.35 6.51 0.51  0.083
101 C -2.33 -6.46 4.70  -0.041
102 C -2.32 -5.85 3.36  -0.238
103 N -2.31 -5.37 2.31  0.153
104 H -3.35 -6.54 5.06  0.090
105 H -1.89 -7.45 4.65  0.090
106 H -1.75 -5.84 5.39  0.088
107 C 8.95 -0.38 2.72  -0.070
108 C 9.18 -1.83 2.57  -0.266
109 N 9.36 -2.95 2.45  0.125
110 H 7.94 -0.14 2.38  0.060
111 H 9.05 -0.10 3.77  0.061
112 H 9.67 0.17 2.14  0.075
113 C 2.96 -5.40 3.16  -0.057
114 C 2.75 -5.34 4.61  -0.270
115 N 2.57 -5.28 5.74  0.139
116 H 3.86 -4.84 2.90  0.060
117 H 3.08 -6.44 2.84  0.088
118 H 2.11 -4.97 2.65  0.056
119 C 12.66 2.20 3.29  -0.063
120 C 11.42 2.06 4.06  -0.271
121 N 10.44 1.96 4.66  0.132
122 H 13.50 2.33 3.97  0.084
123 H 12.82 1.31 2.69  0.081
124 H 12.60 3.06 2.63  0.083
125 C -0.79 3.77 2.85  -0.060
126 C -2.15 4.05 3.31  -0.257
127 N -3.22 4.27 3.68  0.139
128 H -0.10 3.74 3.70  0.093
129 H -0.76 2.80 2.34  0.046
130 H -0.47 4.54 2.16  0.068
131 C 5.16 3.18 0.68  -0.056
132 C 6.21 3.16 -0.35  -0.279
133 N 7.04 3.14 -1.15  0.127
134 H 4.19 3.33 0.21  0.045
135 H 5.16 2.23 1.22  0.077
136 H 5.35 3.98 1.38  0.088
137 C -9.47 2.47 -6.47  -0.066
138 C -8.96 1.17 -6.03  -0.283
139 N -8.57 0.15 -5.68  0.122
140 H -8.92 3.27 -5.98  0.079
141 H -9.35 2.57 -7.55  0.084
142 H -10.53 2.56 -6.22  0.084